Entry 1:
The following is a quantum chemistry calculation of 2 unconnected molecules or ions with the total composition C31H40N5O2, from OMol25.

Positions of all 78 atoms, in Å:
C  1.180287  -5.036722  2.712602
N  0.759413  -3.916971  1.894685
C  -0.519675  -3.847034  1.410470
O  -1.403257  -4.666505  1.603427
C  -0.613774  -2.563597  0.578398
C  -1.828164  -1.679258  0.905766
C  -3.101603  -2.348817  0.555834
C  -3.542047  -2.732153  -0.710188
N  -4.726322  -3.434433  -0.562709
C  -5.073813  -3.504346  0.784509
C  -6.080753  -4.215867  1.430167
C  -6.094610  -4.189817  2.833155
C  -5.127323  -3.476333  3.562644
C  -4.104449  -2.782757  2.909731
C  -4.070340  -2.811904  1.518637
N  0.645015  -1.896128  0.885823
C  0.926607  -0.669866  0.402193
C  2.050245  0.072044  0.731016
C  2.339462  1.341364  0.242314
C  3.556319  2.013885  0.588173
C  3.878054  3.234498  -0.060588
C  5.132810  3.814874  0.097910
C  6.095987  3.209488  0.925817
C  5.785745  2.025449  1.613514
C  4.519231  1.457546  1.492817
C  1.535753  -2.686678  1.754055
C  1.709540  -2.026195  3.128115
C  2.880855  -2.981746  1.077846
H  0.402510  -5.801815  2.678473
H  2.121000  -5.446336  2.331605
H  1.338830  -4.729337  3.752279
H  -0.628212  -2.857326  -0.493330
H  -1.814558  -1.444624  1.983928
H  -1.716102  -0.735329  0.348743
H  -3.066510  -2.561871  -1.671454
H  -5.262340  -3.830062  -1.329989
H  -6.819444  -4.749311  0.834280
H  -6.868780  -4.733303  3.370284
H  -5.168550  -3.471968  4.651180
H  -3.324645  -2.235695  3.439654
H  0.198827  -0.255904  -0.297107
H  2.783465  -0.393394  1.390093
H  1.731593  1.768596  -0.554480
H  3.111581  3.666262  -0.709359
H  5.367924  4.736177  -0.436189
H  7.089462  3.647988  1.032429
H  6.528544  1.531553  2.247128
H  4.289596  0.556692  2.071675
H  0.731773  -1.958356  3.624489
H  2.387257  -2.629509  3.743439
H  2.119598  -1.019137  3.045377
H  2.711582  -3.630747  0.209673
H  3.368887  -2.071501  0.728010
H  3.551854  -3.484057  1.783408
C  0.929139  2.108700  -5.419563
N  -0.025479  2.644794  -4.467866
C  -1.309874  2.987245  -5.056043
C  0.254479  2.568202  -3.133956
C  -0.657432  3.313580  -2.159337
C  -1.243571  4.656870  -2.643971
C  -1.072484  5.617190  -1.462283
C  -0.557899  4.739450  -0.303720
N  0.072244  3.589672  -0.955811
O  1.208413  1.914570  -2.716609
H  1.857090  1.835450  -4.916078
H  0.509219  1.233614  -5.934642
H  1.132644  2.865212  -6.187567
H  -2.088393  3.099753  -4.295464
H  -1.224018  3.923832  -5.628168
H  -1.622012  2.199054  -5.753799
H  -1.510212  2.627653  -1.961971
H  -0.746428  5.034977  -3.542869
H  -2.305916  4.516589  -2.868051
H  -0.335288  6.377697  -1.741394
H  -2.014396  6.110367  -1.207179
H  0.112721  5.303540  0.355704
H  -1.423214  4.387986  0.284428
H  0.186333  2.774296  -0.364163

Atomic forces in eV per Å
C 0.405 0.082 0.181
N -0.571 0.113 -0.210
C -0.528 -0.608 0.310
O 0.981 0.923 -0.408
C -0.385 -0.383 -0.446
C 0.323 0.187 0.004
C -0.871 -0.363 -1.025
C 0.042 0.145 1.720
N -0.106 0.083 -0.127
C 0.844 0.107 0.032
C -0.145 0.177 0.455
C -0.028 0.038 -0.745
C 0.484 0.357 -0.190
C -0.468 -0.291 0.233
C -0.111 -0.395 -0.986
N 0.597 2.179 -1.021
C -0.777 -1.752 0.403
C 1.157 0.952 0.164
C -0.076 -1.588 0.100
C 1.156 0.550 0.565
C -0.156 -0.600 0.071
C 0.176 -0.100 0.282
C -0.483 -0.106 -0.282
C -0.421 -0.043 0.056
C -0.052 0.255 -0.562
C 0.388 -0.523 0.536
C -0.202 0.024 0.105
C -0.109 -0.131 -0.216
H 0.099 0.203 -0.051
H -0.156 -0.031 0.028
H -0.110 -0.092 -0.100
H -0.070 0.157 0.536
H 0.053 0.017 -0.383
H -0.058 -0.167 0.256
H -0.303 -0.144 0.152
H 0.274 0.203 0.462
H 0.053 -0.017 0.343
H 0.144 0.107 -0.139
H -0.022 -0.029 -0.271
H -0.277 -0.214 0.143
H 0.101 -0.129 0.174
H -0.471 0.404 -0.285
H 0.015 0.083 0.111
H 0.320 -0.028 0.084
H -0.036 -0.261 0.204
H -0.324 -0.091 -0.073
H -0.272 0.328 -0.195
H 0.171 0.388 -0.281
H 0.267 -0.021 -0.065
H -0.189 0.159 -0.118
H -0.022 -0.179 0.150
H 0.095 0.116 0.197
H 0.030 -0.208 0.069
H -0.165 0.066 -0.170
C 0.091 -0.111 -0.313
N 0.129 -0.275 0.326
C -0.132 0.339 0.012
C -0.129 -0.238 -0.593
C -0.563 -0.698 -0.634
C -0.222 -0.068 0.162
C 0.397 0.011 0.044
C -0.745 -0.075 0.157
N 0.716 0.771 0.362
O -0.102 0.223 0.208
H -0.229 0.053 -0.073
H 0.144 0.061 0.171
H 0.012 -0.087 0.137
H 0.252 -0.090 -0.307
H -0.159 -0.215 0.136
H 0.124 0.077 0.201
H 0.124 0.103 -0.109
H -0.091 -0.137 0.203
H 0.240 0.155 -0.078
H -0.156 -0.048 0.278
H 0.263 0.015 0.017
H -0.001 -0.367 -0.127
H 0.117 0.297 0.088
H -0.289 0.395 -0.043

Output
- Kohn-Sham gap (eV) = 5.3
- LUMO (eV) = -4.41
- multiplicity = 1
- HOMO level (eV) = -9.73
- total charge = +1

Atom charges from the Mulliken analysis, given in e for atoms 1 to 5: -0.96, 0.29, 0.37, -0.66, 0.09

Entry 2:
The following is a quantum chemistry calculation of 13 unconnected molecules or ions with the total composition C26H78O26, from OMol25.

Positions of all 130 atoms, in Å:
C  -6.489852  -1.389274  0.919844
C  -5.557122  -0.256794  0.465924
O  -4.182922  -0.590484  0.598284
O  -6.440612  -2.561654  0.095774
H  -7.482212  -0.963904  1.069464
H  -6.150512  -1.734044  1.896614
H  -5.759412  0.651356  1.033774
H  -5.818922  -0.193504  -0.590276
H  -4.066482  -1.416304  0.122814
H  -5.551052  -2.921404  0.066684
C  -4.274832  -2.939534  -2.716086
C  -5.611872  -2.237134  -3.192546
O  -6.743782  -2.744094  -2.613696
O  -3.808082  -2.375174  -1.524166
H  -3.522552  -2.792594  -3.491066
H  -4.456412  -4.009434  -2.818216
H  -5.578092  -2.302854  -4.280036
H  -5.576102  -1.188814  -2.896156
H  -6.738632  -2.537344  -1.676236
H  -3.083292  -2.946164  -1.259106
C  -0.390632  4.772476  -0.165236
C  0.710408  5.803506  -0.360416
O  0.380568  6.753926  -1.361016
O  -1.480822  5.426026  0.455384
H  -0.068712  4.037826  0.572844
H  -0.811442  4.265996  -1.033846
H  1.691058  5.378096  -0.573616
H  0.911088  6.284396  0.596964
H  1.044998  7.442576  -1.284206
H  -1.794912  6.048786  -0.204256
C  2.587368  3.375156  2.744614
C  3.246018  4.681506  3.139614
O  4.110668  5.082166  2.087784
O  3.656348  2.423016  2.712644
H  2.007148  3.432766  1.823674
H  1.846378  3.154416  3.512934
H  3.846978  4.603776  4.045664
H  2.516618  5.483026  3.256434
H  4.924358  4.572856  2.077354
H  3.295798  1.533316  2.717904
C  2.929138  -5.329404  2.974204
C  2.351078  -5.216574  1.530984
O  1.742158  -3.938044  1.477464
O  4.129628  -4.696754  3.294124
H  3.123768  -6.390314  3.131384
H  2.165968  -5.053614  3.701934
H  1.588548  -5.995344  1.518704
H  3.111868  -5.392034  0.770384
H  2.258308  -3.323164  0.951064
H  4.252658  -5.120544  4.146684
C  1.992288  0.032986  -3.625786
C  0.927348  0.623986  -4.599986
O  -0.153572  1.192496  -3.855996
O  1.417678  -1.172654  -3.014136
H  2.316138  0.784546  -2.905816
H  2.913858  -0.296964  -4.105316
H  0.482398  -0.220164  -5.126786
H  1.356768  1.250576  -5.381696
H  -0.555552  0.566786  -3.248956
H  0.510228  -1.033944  -2.733276
C  2.615778  -1.662714  4.408034
C  1.798798  -0.819724  3.328774
O  2.591248  -0.042554  2.426614
O  1.909608  -1.894964  5.617124
H  3.590278  -1.199394  4.562214
H  2.867148  -2.631794  3.976974
H  1.128228  -0.185224  3.908284
H  1.203468  -1.550934  2.781934
H  3.096488  -0.678934  1.915374
H  1.678138  -1.053174  6.016394
C  4.681068  -2.495404  0.452524
C  3.763768  -1.789654  -0.558466
O  2.649238  -2.576194  -0.915406
O  4.303238  -2.287684  1.808934
H  5.656858  -2.023514  0.337414
H  5.070568  -3.502794  0.305704
H  4.394558  -1.714314  -1.444196
H  3.529668  -0.769264  -0.254966
H  2.301568  -1.973184  -1.576546
H  4.262718  -3.172144  2.179984
C  -0.435012  -0.511804  -0.203616
C  0.208678  0.870156  -0.209596
O  0.508438  1.278416  1.126634
O  -0.837602  -0.851074  -1.558526
H  -1.343842  -0.487914  0.397674
H  0.293008  -1.210344  0.208864
H  -0.413562  1.635606  -0.673286
H  1.042888  0.799256  -0.907566
H  1.399058  1.022736  1.377694
H  -1.715152  -0.480094  -1.676276
C  -3.346802  1.858776  -2.651626
C  -4.630122  1.992746  -3.358526
O  -5.663322  1.980226  -2.394906
O  -3.043312  0.620826  -2.099696
H  -3.352432  2.654576  -1.906796
H  -2.759872  2.301156  -3.456566
H  -4.685462  1.213076  -4.118236
H  -4.728892  2.890436  -3.968836
H  -6.468242  1.748786  -2.864096
H  -3.800362  0.475166  -1.527626
C  -1.111122  1.971526  4.000534
C  -1.585562  3.176106  3.159604
O  -2.701112  3.721476  3.896994
O  -0.699392  2.415326  5.285004
H  -0.362922  1.296826  3.584514
H  -1.953462  1.311566  4.207924
H  -1.994772  2.775566  2.232124
H  -0.826352  3.937226  2.979574
H  -3.030852  4.448356  3.363584
H  -1.459892  2.955006  5.512994
C  3.284008  3.142396  -1.335566
C  4.617378  2.390196  -1.142716
O  4.652788  1.198456  -2.002056
O  3.441538  3.749296  -2.551706
H  3.241708  3.922356  -0.575326
H  2.365228  2.556246  -1.354766
H  4.724658  2.135706  -0.088276
H  5.438788  3.078346  -1.342296
H  5.461288  0.721746  -1.800346
H  3.489408  3.037456  -3.194046
C  -0.715502  -4.725744  -2.832446
C  -0.587752  -4.413034  -1.337896
O  -1.919942  -4.174504  -0.858686
O  -1.265712  -5.995024  -3.192396
H  0.209338  -4.531354  -3.375556
H  -1.293832  -3.893824  -3.234376
H  -0.136982  -3.421474  -1.296486
H  0.015678  -5.175544  -0.845406
H  -2.152102  -5.044614  -0.526106
H  -0.662302  -6.721554  -3.020186

Atomic forces in eV per Å
C 1.422 -0.010 1.345
C -0.487 -1.396 -0.306
O -0.248 0.442 0.440
O -1.022 0.757 -0.306
H -0.284 -0.590 -0.631
H -0.069 0.261 0.394
H 0.065 -0.002 -0.233
H 0.076 0.870 -0.322
H 0.263 -0.155 -0.452
H 0.281 0.109 0.117
C -1.383 1.119 -2.337
C 2.433 0.247 0.774
O -1.272 -1.165 -0.716
O -0.639 -0.442 0.597
H 0.195 0.438 -0.248
H -0.088 -0.355 1.157
H -0.675 -0.148 -0.029
H 0.618 0.479 -0.341
H -0.016 0.013 0.556
H 0.742 -0.247 0.425
C 0.045 0.496 0.694
C 0.864 -0.573 -0.108
O -0.314 -0.056 0.181
O -0.716 0.247 0.251
H 0.254 -0.226 -0.217
H 0.769 -0.046 -0.470
H -0.083 -0.563 -0.436
H -0.557 0.196 0.308
H -0.081 0.181 -0.223
H -0.234 0.289 0.087
C 0.414 0.010 1.295
C 0.250 -0.067 -0.976
O 0.148 0.864 -0.600
O -0.282 0.735 -0.240
H 0.360 0.175 -0.406
H -0.065 -0.409 0.327
H -0.354 -0.326 0.277
H -0.062 -0.029 0.022
H -0.179 -0.290 0.271
H -0.121 -0.413 -0.005
C -1.228 -2.134 -1.074
C 0.614 1.138 2.400
O -0.480 -0.236 -0.369
O 0.481 0.531 -0.163
H -0.248 -0.496 -0.040
H -0.379 0.258 -0.244
H -0.126 0.046 -0.399
H -0.035 0.050 -0.127
H -0.040 -0.028 -0.470
H 1.038 0.652 0.314
C -1.157 -0.533 -0.579
C -0.037 -1.834 1.108
O 0.558 1.408 -0.617
O 1.678 0.731 -0.442
H -0.339 -0.070 0.347
H -0.193 -0.077 -0.316
H 0.336 -0.309 -0.319
H -0.280 0.716 0.544
H 0.165 -0.395 0.023
H -0.521 0.304 0.449
C 0.118 0.505 -1.132
C 0.261 -1.287 1.392
O -0.495 -0.224 0.577
O 0.021 -0.081 -0.543
H 0.029 0.429 0.255
H -0.334 -0.075 0.169
H 0.090 0.355 -0.344
H -0.202 0.189 -0.187
H 0.539 -0.355 -0.072
H 0.021 0.169 0.044
C 1.253 1.605 0.139
C 1.846 -1.921 0.073
O 0.187 0.583 0.804
O -0.376 -0.210 -0.574
H 0.152 0.796 -0.051
H -1.257 -0.589 -0.500
H 0.139 0.340 -0.278
H -0.181 0.045 0.327
H -1.447 -0.277 -1.036
H -0.109 -0.077 0.925
C -0.689 0.907 -0.560
C -0.054 -0.139 0.179
O -0.379 0.339 -0.841
O 1.002 -0.534 0.676
H 0.123 -0.157 0.301
H -0.188 -0.390 -0.285
H -0.461 -0.083 0.208
H 0.677 0.112 0.339
H 0.288 -0.384 0.056
H -0.591 0.243 -0.212
C 0.208 3.050 -0.873
C -1.175 -0.479 -0.421
O -0.605 -0.584 -0.138
O -0.114 -0.042 -0.564
H 0.182 -0.041 0.526
H 1.707 -1.106 0.284
H -0.397 -0.661 0.167
H 0.550 0.524 0.268
H -0.330 0.003 0.241
H -0.078 -0.691 0.584
C -0.350 0.058 0.318
C -0.597 -1.492 0.246
O 0.539 0.050 -0.089
O 0.346 0.168 -0.141
H 0.240 0.717 -0.369
H -0.523 -0.006 -0.564
H 0.359 0.124 -0.366
H 0.142 -0.125 0.053
H -0.132 0.159 0.097
H 0.020 0.376 0.687
C 1.750 -0.620 0.614
C -0.861 -0.964 1.053
O -0.189 1.167 0.645
O -0.608 1.386 -2.183
H -0.144 -0.114 0.136
H 0.107 -0.442 0.588
H -0.043 -0.545 0.168
H -0.103 0.038 -0.476
H 0.099 0.019 -0.042
H 0.061 0.101 -0.348
C 0.816 0.305 -0.268
C -0.187 1.106 -2.151
O 0.747 -1.376 0.974
O -0.590 0.725 0.262
H 0.635 -0.438 0.300
H -0.880 -0.511 -0.119
H 0.571 -0.251 0.229
H -0.377 0.126 0.622
H -0.868 0.061 0.176
H 0.312 0.252 0.087

Output
- Kohn-Sham gap (eV) = 9.9
- LUMO (eV) = 0.26
- multiplicity = 1
- HOMO level (eV) = -9.63

Atom charges from the Mulliken analysis, given in e for atoms 1 to 5: -0.63, 0.11, -0.33, -0.61, 0.43

Entry 3:
The following is a quantum chemistry calculation of 2 unconnected molecules or ions with the total composition C6H14NO, from OMol25.

Positions of all 22 atoms, in Å:
C  1.675809  0.634739  -1.964091
C  0.806868  -0.391723  -2.143231
N  0.366370  -1.298708  -1.230136
C  -0.904684  -1.906573  -1.568931
H  2.357528  0.613598  -1.121416
H  1.833128  1.344187  -2.763769
H  0.272522  -0.418075  -3.097418
H  0.458930  -1.114841  -0.102802
H  -1.214933  -2.546508  -0.742073
H  -1.729537  -1.196182  -1.721189
H  -0.814239  -2.540004  -2.463500
C  -0.798200  -0.381554  1.594181
O  0.350958  -1.059751  1.314357
C  -0.643285  1.151217  1.351285
C  0.505164  1.747679  2.120030
H  -1.108930  -0.470115  2.656985
H  -1.678399  -0.718608  0.990722
H  -1.610189  1.619191  1.605015
H  -0.532198  1.236072  0.261856
H  0.548264  2.839090  2.057031
H  1.457841  1.344046  1.778797
H  0.401212  1.512824  3.188296

Atomic forces in eV per Å
C 0.344 -0.854 -0.164
C -0.556 0.818 0.476
N -0.036 0.134 -0.207
C 0.248 -0.469 0.186
H -0.232 0.380 0.171
H 0.168 -0.076 -0.059
H -0.015 -0.017 -0.028
H 0.081 -0.191 -0.191
H 0.078 -0.068 0.017
H 0.076 0.162 -0.114
H -0.137 0.068 0.007
C 0.395 0.631 0.123
O -0.107 -0.114 -0.137
C -0.933 -0.810 -0.608
C 0.159 0.229 0.375
H -0.030 -0.248 0.119
H 0.052 0.082 0.082
H 0.197 0.127 0.060
H 0.266 0.359 0.140
H -0.024 0.026 -0.170
H -0.056 -0.082 0.015
H 0.060 -0.088 -0.093

Output
- Kohn-Sham gap (eV) = 7.4
- LUMO (eV) = 4.18
- multiplicity = 1
- HOMO level (eV) = -3.20
- total charge = -1

Atom charges from the Mulliken analysis, given in e for atoms 1 to 5: -0.88, -0.07, -0.31, -1.11, 0.24

Entry 4:
The following is a quantum chemistry calculation of a gas-phase ion, C3H9NOS2 (charge +1), from OMol25.

Positions of all 16 atoms, in Å:
N  -0.028566  0.243488  1.483723
C  0.245082  -0.114169  0.084241
C  1.713164  0.018197  -0.216940
O  2.428058  -0.921707  0.573256
C  -0.573250  0.874714  -0.827766
S  -1.841882  0.055358  -1.906111
S  -3.075348  -0.911901  -0.652084
H  -1.001348  0.476538  1.639212
H  0.134267  -0.569444  2.071652
H  -0.257002  -1.053067  -0.213353
H  2.054339  1.016998  0.033616
H  1.902866  -0.139026  -1.287187
H  1.895553  -1.723213  0.710698
H  -0.927360  1.743554  -0.268989
H  0.079602  1.162269  -1.658969
H  -2.748176  -0.158589  0.435001

Atomic forces in eV per Å
N -0.098 -0.597 -0.224
C -2.460 1.035 -0.337
C 0.167 -1.246 -0.026
O -0.163 0.120 0.034
C 0.796 -0.390 -0.633
S 0.134 0.161 1.065
S 0.218 0.550 0.014
H -0.050 0.152 -0.023
H 0.316 0.235 0.155
H 1.205 -0.533 0.348
H 0.050 0.124 0.234
H -0.030 -0.116 0.024
H 0.378 0.319 -0.285
H -0.307 -0.021 -0.322
H -0.014 0.547 0.177
H -0.143 -0.341 -0.202

Output
- Kohn-Sham gap (spin up / spin down) (eV) = 9.2 / 5.7
- ⟨S²⟩ = 0.755
- LUMO (spin up / spin down) (eV) = -4.81 / -8.29
- multiplicity = 2
- HOMO level (spin up / spin down) (eV) = -13.96 / -13.95
- total charge = +1

Atom charges from the Mulliken analysis, given in e for atoms 1 to 5: -0.59, 0.36, -0.52, -0.48, -1.04

Energy relative to the best compared isomer or geometry (same formula, charge and spin) (computed, kJ/mol): 0.0 276.8 66.4 52.0